Arrangement A

{
  "formula": "C3H11N2",
  "method": "wB97M-V/def2-TZVPD",
  "elements": ["N", "C", "N", "H", "H", "H", "H", "H", "C", "C", "H", "H", "H", "H", "H", "H"],
  "xyz": [[-2.40380, -0.32790, 2.24494], [-1.35843, -0.12815, 1.51106], [-1.24823, -0.51746, 0.24258], [-3.24967, -0.76198, 1.89285], [-2.38812, -0.04955, 3.21823], [-0.51390, 0.37426, 1.96726], [-0.55752, -0.05912, -0.33062], [-2.06859, -0.83890, -0.25887], [1.42455, 0.00305, -1.90830], [2.03962, 0.54717, -0.70012], [0.56465, 0.56391, -2.36898], [0.91023, -0.97414, -1.63621], [2.17139, -0.07083, -2.70126], [1.27875, 0.82054, 0.03902], [2.80537, -0.03816, -0.13141], [2.59367, 1.45725, -1.08015]],
  "spin_multiplicity": 2,
  "gap_ev": [12.578, 4.922],
  "homo_energy_ev": [-19.972, -19.965],
  "total_charge": 2
}

=====

Arrangement B

{
  "formula": "C3H11N2",
  "method": "wB97M-V/def2-TZVPD",
  "elements": ["C", "C", "H", "H", "H", "H", "H", "H", "N", "C", "N", "H", "H", "H", "H", "H"],
  "xyz": [[2.07137, -3.00500, -0.59136], [1.44467, -1.63516, -1.05978], [2.68171, -3.48858, -1.34967], [2.76272, -2.57822, 0.21452], [1.28975, -3.61383, -0.16842], [1.88662, -1.54068, -2.08140], [1.53591, -0.64718, -0.61258], [0.36188, -1.85132, -1.07863], [-2.21762, 1.97431, -0.02781], [-0.99843, 1.63968, 0.27098], [-0.59992, 1.45857, 1.51528], [-2.80911, 2.47036, 0.63332], [-2.64748, 1.77972, -0.92196], [-0.38735, 1.25122, -0.53627], [0.32378, 1.08627, 1.66558], [-1.28652, 1.24932, 2.22858]],
  "spin_multiplicity": 2,
  "gap_ev": [11.972, 5.124],
  "homo_energy_ev": [-19.322, -19.322],
  "total_charge": 2
}

=====

Arrangement C

{
  "formula": "C3H11N2",
  "method": "wB97M-V/def2-TZVPD",
  "elements": ["C", "N", "H", "H", "H", "H", "C", "N", "C", "H", "H", "H", "H", "H", "H", "H"],
  "xyz": [[-0.24520, 1.18805, -2.96080], [0.70048, 0.65975, -2.33560], [-0.42910, 1.13507, -4.05183], [-0.64423, 2.15220, -2.62337], [0.50087, -0.87689, 0.03853], [0.90966, -0.31209, -2.64309], [-1.06400, 0.16128, 0.88194], [-0.00139, -0.94265, 0.91701], [0.96441, -0.78238, 2.04334], [-0.94652, 0.68928, 1.86431], [-2.12657, -0.08958, 0.97555], [-0.96195, 0.82751, 0.01973], [-0.38527, -1.90025, 0.95481], [1.44861, -1.68459, 2.42887], [1.77106, -0.08515, 1.71573], [0.50915, -0.13955, 2.77486]],
  "spin_multiplicity": 2,
  "gap_ev": [10.956, 7.246],
  "homo_energy_ev": [-21.206, -21.205],
  "total_charge": 2
}

=====

Energetically preferred structure: arrangement B | next structure: +21.1 kJ/mol

=====

Arrangement A

{
  "formula": "C8H10N2O",
  "method": "wB97M-V/def2-TZVPD",
  "elements": ["C", "C", "N", "C", "C", "C", "C", "C", "C", "O", "N", "H", "H", "H", "H", "H", "H", "H", "H", "H", "H"],
  "xyz": [[-1.66923, -1.61440, -1.20785], [-2.29563, -0.82885, -0.39626], [-2.76907, -0.12632, 0.45797], [-1.72813, 0.72398, 1.13461], [-1.38636, 1.82576, 0.13433], [-0.28997, 1.39544, -0.52263], [0.23506, 0.28200, 0.25021], [1.47575, -0.50804, -0.01866], [2.76363, 0.31854, 0.06648], [1.75355, -1.55632, 0.79912], [-0.50468, -0.07065, 1.24464], [-1.48811, -2.53095, -0.80406], [-1.89552, -1.72233, -2.27320], [-2.17357, 1.12692, 2.06796], [-2.03015, 2.63305, -0.02842], [0.15521, 1.83170, -1.42095], [1.41605, -0.88568, -1.13948], [3.15839, 0.40336, 1.12662], [2.75409, 1.33054, -0.41890], [3.52977, -0.46343, -0.50659], [0.98892, -1.56431, 1.45507]],
  "smiles": "C=C=N[C@@H]1C=CC([C@@H](C)O)=N1",
  "gap_ev": 9.539,
  "homo_energy_ev": -9.377
}

=====

Arrangement B

{
  "formula": "C8H10N2O",
  "method": "wB97M-V/def2-TZVPD",
  "elements": ["C", "C", "C", "C", "C", "C", "N", "O", "N", "C", "C", "H", "H", "H", "H", "H", "H", "H", "H", "H", "H"],
  "xyz": [[1.24004, -1.54110, -0.02332], [0.50729, -0.38344, -0.48642], [-0.17852, -0.26313, -1.60877], [-0.86855, 0.97430, -2.00985], [-0.60911, 2.11908, -1.43032], [0.34913, 2.00907, -0.33210], [1.33855, 2.75170, -0.04236], [2.09911, 2.21767, 0.90932], [1.51017, 0.95236, 1.34164], [0.36381, 0.74091, 0.51033], [-0.90717, 0.54215, 1.36791], [2.40149, -1.35259, 0.25080], [1.14287, -2.23842, -0.86137], [0.79722, -2.04004, 0.96146], [0.10999, -0.95492, -2.46936], [-1.60965, 0.70395, -2.72819], [-1.25034, 3.00108, -1.59144], [1.26015, 0.96871, 2.28799], [-0.72929, 0.93619, 2.48738], [-1.15985, -0.52830, 1.32615], [-1.85861, 1.10343, 0.91128]],
  "smiles": "CC1=CC=CC2=NON[C@]12C",
  "gap_ev": 8.986,
  "homo_energy_ev": -8.583
}

=====

Energetically preferred structure: arrangement A | next structure: +129.0 kJ/mol

=====

Arrangement A

{
  "formula": "CH4INS",
  "method": "wB97M-V/def2-TZVPD",
  "elements": ["C", "N", "S", "I", "H", "H", "H", "H"],
  "xyz": [[-1.84687, -0.27191, 0.60932], [-0.94350, -0.46083, 1.44646], [1.82799, -0.03676, -1.39409], [-0.07601, 1.21419, 2.25438], [-2.26688, 0.77056, 0.25832], [-2.01067, -1.17350, 0.15057], [2.94509, -0.39202, -0.71562], [2.37084, 0.35026, -2.60933]],
  "gap_ev": 9.499,
  "homo_energy_ev": -9.402
}

=====

Arrangement B

{
  "formula": "CH4INS",
  "method": "wB97M-V/def2-TZVPD",
  "elements": ["C", "N", "S", "I", "H", "H", "H", "H"],
  "xyz": [[-0.46715, 0.94568, 0.12560], [0.54579, 0.11039, -0.47327], [0.06620, -2.12547, 0.37561], [2.46452, 0.33193, 0.08612], [-1.45129, 0.68811, -0.26997], [-0.53472, 1.05663, 1.21799], [-0.26030, 1.97577, -0.35732], [-0.36305, -2.98305, -0.70475]],
  "gap_ev": [7.422, 7.834],
  "homo_energy_ev": [-9.021, -9.057]
}

=====

Energetically preferred structure: arrangement A | next structure: +163.6 kJ/mol

=====

Arrangement A

{
  "formula": "C9H14I2O",
  "method": "wB97M-V/def2-TZVPD",
  "elements": ["C", "C", "C", "C", "C", "C", "C", "C", "C", "O", "I", "I", "H", "H", "H", "H", "H", "H", "H", "H", "H", "H", "H", "H", "H", "H"],
  "xyz": [[2.07970, -1.20652, 1.02628], [2.36169, -0.46079, -0.03727], [0.71053, -1.40188, 1.61939], [1.40224, 0.47421, -0.67428], [-0.00087, -0.19093, 1.26817], [-0.02195, 0.16796, -0.22762], [3.78625, -0.21558, -0.58546], [-3.83585, 1.43215, -1.21784], [-4.19659, 0.39977, -0.49940], [-0.82271, 1.24276, -0.51994], [-5.36008, -1.26166, -1.16068], [-4.40673, 0.70696, 1.67657], [2.83425, -1.74232, 1.50854], [0.23041, -2.28867, 1.32496], [0.66247, -1.41801, 2.68145], [1.70337, 1.48232, -0.39165], [1.41307, 0.29760, -1.70069], [-1.03794, -0.35127, 1.53637], [0.43150, 0.64766, 1.72681], [-0.47859, -0.67127, -0.80407], [3.76606, -0.11927, -1.57871], [4.47660, -0.99570, -0.28968], [4.12040, 0.70608, -0.04668], [-3.33783, 2.39196, -0.83884], [-3.72260, 1.22506, -2.26061], [-0.22995, 1.91794, -0.62641]],
  "gap_ev": 8.870,
  "homo_energy_ev": -9.108
}

=====

Arrangement B

{
  "formula": "C9H14I2O",
  "method": "wB97M-V/def2-TZVPD",
  "elements": ["C", "C", "C", "C", "C", "C", "C", "C", "C", "O", "I", "I", "H", "H", "H", "H", "H", "H", "H", "H", "H", "H", "H", "H", "H", "H"],
  "xyz": [[-2.23478, 0.36534, -1.29174], [-1.79540, -0.81958, -0.88582], [-1.75008, 1.67963, -0.82567], [-0.69805, -0.83722, 0.18668], [-0.95668, 1.50631, 0.48304], [0.07809, 0.43738, 0.32888], [-2.14844, -2.19329, -1.38591], [4.07014, 0.06505, 1.90706], [3.93270, 0.09766, 0.58658], [1.03160, 0.46988, 1.32997], [3.71942, -1.55805, -0.57948], [3.99090, 1.87399, -0.45676], [-3.01517, 0.38733, -2.00627], [-1.01216, 2.23689, -1.56360], [-2.66408, 2.30412, -0.84782], [-1.09519, -0.93187, 1.14200], [-0.08342, -1.78331, -0.09922], [-0.43975, 2.34577, 0.84671], [-1.66691, 1.24188, 1.30251], [0.55006, 0.62763, -0.70025], [-2.72565, -2.12254, -2.23990], [-2.74465, -2.60052, -0.67310], [-1.25527, -2.73348, -1.64464], [3.98970, 0.89392, 2.55755], [4.00834, -0.87336, 2.41202], [0.91473, -0.07957, 2.11716]],
  "gap_ev": 9.161,
  "homo_energy_ev": -8.886
}

=====

Energetically preferred structure: arrangement B | next structure: +33.6 kJ/mol

=====

Arrangement A

{
  "formula": "CH3BO4",
  "method": "wB97M-V/def2-TZVPD",
  "elements": ["B", "C", "O", "O", "O", "O", "H", "H", "H"],
  "xyz": [[-0.86298, -0.08393, 0.13126], [1.95641, 0.20798, -0.53776], [2.40550, -0.29753, 0.39025], [-1.99568, 0.66366, 0.42304], [-0.63148, -1.46118, 0.47185], [0.11949, 0.63989, -0.50856], [2.31524, 0.53186, -1.47362], [-1.89295, 1.54230, 0.13588], [-1.41355, -1.74304, 0.96766]],
  "gap_ev": 10.958,
  "homo_energy_ev": -10.683
}

=====

Arrangement B

{
  "formula": "CH3BO4",
  "method": "wB97M-V/def2-TZVPD",
  "elements": ["O", "C", "O", "B", "O", "O", "H", "H", "H"],
  "xyz": [[1.60717, 0.63979, -2.41784], [0.86124, 0.17300, -1.63700], [0.72485, 0.73702, -0.28983], [-0.12960, 0.17438, 0.61622], [-0.28788, 0.85037, 1.77543], [-0.76091, -0.99786, 0.31287], [0.20288, -0.68867, -1.76704], [-0.90583, 0.49247, 2.41382], [-1.31192, -1.38051, 0.99337]],
  "smiles": "O=COB(O)O",
  "gap_ev": 11.121,
  "homo_energy_ev": -11.110
}

=====

Energetically preferred structure: arrangement B | next structure: +171.0 kJ/mol

=====

Arrangement A

{
  "formula": "C13H16N2O5",
  "method": "wB97M-V/def2-TZVPD",
  "elements": ["C", "C", "O", "C", "C", "C", "C", "C", "C", "O", "N", "N", "C", "O", "C", "C", "C", "O", "O", "C", "H", "H", "H", "H", "H", "H", "H", "H", "H", "H", "H", "H", "H", "H", "H", "H"],
  "xyz": [[-0.19554, -6.06636, -1.53872], [-0.04606, -5.23388, -2.80882], [-0.51508, -3.90911, -2.64957], [0.23240, -2.99688, -1.98082], [1.51791, -3.20049, -1.48605], [2.18289, -2.16873, -0.84246], [1.58944, -0.93568, -0.66068], [0.29886, -0.72511, -1.14582], [-0.41177, 0.56892, -1.00531], [-1.29613, 0.95596, -1.75055], [0.00380, 1.34895, 0.02623], [-0.66408, 2.54785, 0.26704], [-0.49414, 3.19951, 1.43532], [0.27822, 2.79252, 2.28209], [-1.29988, 4.47817, 1.55930], [-1.40966, 4.87267, 3.02991], [-0.05177, 4.96142, 3.69559], [0.17941, 4.62978, 4.82430], [0.86101, 5.55279, 2.91265], [-0.36270, -1.74648, -1.80906], [0.40231, -5.65512, -0.72896], [0.12363, -7.08710, -1.73031], [-1.23645, -6.07430, -1.22570], [-0.67748, -5.64892, -3.59924], [0.99269, -5.23831, -3.16120], [2.01974, -4.14791, -1.60281], [3.18501, -2.33906, -0.47769], [2.13811, -0.14358, -0.17574], [0.58346, 1.05759, 0.80251], [-1.34392, 2.75551, -0.45576], [-0.77191, 5.25898, 1.00765], [-2.28990, 4.34934, 1.12132], [-1.88518, 5.85166, 3.11904], [-2.00155, 4.14589, 3.58648], [1.71751, 5.56572, 3.36589], [-1.35318, -1.57620, -2.20005]],
  "smiles": "CCOc1cccc(C(=O)NNC(=O)CCC(=O)O)c1",
  "gap_ev": 9.426,
  "homo_energy_ev": -8.831
}

=====

Arrangement B

{
  "formula": "C13H16N2O5",
  "method": "wB97M-V/def2-TZVPD",
  "elements": ["C", "C", "C", "C", "C", "C", "C", "C", "C", "C", "C", "C", "C", "H", "H", "H", "H", "H", "H", "H", "H", "H", "H", "H", "H", "H", "H", "H", "H", "N", "N", "O", "O", "O", "O", "O"],
  "xyz": [[0.46645, -0.77701, 0.79107], [-0.87087, -1.16215, 0.64226], [1.52534, -0.71817, -0.44833], [2.74760, -0.03478, -0.27792], [3.07353, 1.26142, -0.91077], [3.82327, -0.79904, 0.32612], [4.30301, 1.78514, -0.81740], [5.06709, -0.32710, 0.05889], [5.40059, 0.90704, -0.57429], [-3.07924, -0.42021, -0.01192], [-3.37701, -1.63137, -0.86711], [-4.06609, 0.75709, -0.46315], [-3.68695, 2.02960, 0.45042], [0.31662, -2.51800, 2.16336], [0.78914, -0.74734, 2.74108], [0.71213, 0.35383, 1.06398], [0.80897, -0.18912, -1.09247], [1.69869, -1.79237, -0.94263], [2.10933, 1.92209, -1.19941], [3.63224, -1.59158, 1.19943], [4.40816, 2.77192, -1.32803], [5.98308, -0.76671, 0.61085], [6.37556, 1.25082, -1.05339], [-1.76439, 0.98633, 0.54881], [-3.47627, -0.51678, 1.12650], [-4.41514, 1.27856, -1.77151], [-5.10463, 0.60329, -0.23988], [-4.34319, 3.71161, 0.76390], [-2.83905, -2.92982, -1.97451], [1.01839, -1.56351, 1.92930], [-1.72071, -0.11882, -0.04640], [-1.38099, -2.29992, 0.93588], [-4.22213, -2.39227, -0.63804], [-2.76227, 2.19946, 1.27973], [-4.55457, 3.19531, 0.00201], [-2.59570, -1.71741, -1.97645]],
  "gap_ev": 8.423,
  "homo_energy_ev": -8.527
}

=====

Energetically preferred structure: arrangement A | next structure: +835.4 kJ/mol